No. 1
C8H13N4 | wB97M-V/def2-TZVPD

Last column: Mulliken charge in e.
Positions of all 25 atoms, in Å:
1 C 2.00424 1.39478 0.07086  -0.352
2 N 0.78991 1.74254 -0.14019  -1.169
3 N -0.16275 0.88920 -0.33501  0.771
4 C -1.49390 1.48902 -0.26155  -0.513
5 C -2.31719 0.76575 0.79602  -0.876
6 N -2.69968 -0.56796 0.19589  -0.111
7 C -1.46568 -1.15025 -0.53511  -1.387
8 C -0.11556 -0.59292 -0.21016  0.883
9 C 0.91810 -1.37824 0.05754  -0.357
10 N 2.20921 -1.05289 0.43383  -0.293
11 C 3.42621 -0.85389 -0.37997  -0.368
12 C 2.70557 0.23337 0.46635  0.036
13 H 2.70970 2.26512 -0.00434  0.334
14 H -2.10506 1.62652 -1.20314  0.238
15 H -1.32333 2.40386 0.27737  0.458
16 H -1.55344 0.64249 1.58479  0.401
17 H -3.08615 1.34590 1.15081  0.530
18 H -3.47522 -0.56176 -0.52117  0.381
19 H -3.05241 -1.16245 0.91583  0.358
20 H -1.74805 -0.91880 -1.67118  0.317
21 H -1.49958 -2.19450 -0.53861  0.556
22 H 0.72699 -2.42692 -0.05343  0.296
23 H 2.99810 -1.07748 -1.36396  0.295
24 H 4.48985 -1.22438 -0.24037  0.244
25 H 3.12014 0.36388 1.50891  0.326

## Properties
- Structure (SMILES): C1=NN2CC[NH2+]CC2=CN2C[C@@H]12
- Net charge: +1
- HOMO level: -11.391 eV
- Multiplicity: 1
- LUMO level: -3.39 eV
- HOMO-LUMO gap: 8.00 eV
- DFT total energy: -14455.7786 eV
- Energy relative to the best compared isomer or geometry (same formula, charge and spin): 128.66 kcal/mol

---

No. 2
C8H13NO2S2 | wB97M-V/def2-TZVPD

Last column: Mulliken spin population.
Positions of all 26 atoms, in Å:
1 C -0.14922 1.00540 -0.40398  0.339
2 C -3.58886 -0.00923 0.45288  0.004
3 C -2.63193 -0.96080 1.18985  0.000
4 C -2.52310 0.98598 -0.23341  0.027
5 C -1.47960 -0.95750 0.19465  0.016
6 C 4.12694 0.52045 -0.23301  -0.006
7 C 2.88235 0.92031 -0.92319  0.005
8 C 2.55718 -1.32548 0.47657  0.831
9 N -1.23399 0.39416 -0.11133  0.026
10 O 0.10898 2.15506 -0.58830  0.183
11 O 0.95507 -0.88847 -1.63071  0.021
12 S 3.70065 -0.27956 1.32738  0.215
13 S 1.47245 -0.22575 -0.43530  0.330
14 H -4.21533 -0.65128 -0.20379  0.000
15 H -4.27488 0.51044 1.26325  0.001
16 H -2.28127 -0.67828 2.18704  0.001
17 H -2.84875 -2.12655 1.33772  -0.001
18 H -2.71974 1.10863 -1.39133  0.000
19 H -2.59341 1.84317 0.35724  0.006
20 H -0.58277 -1.41185 0.55457  -0.001
21 H -1.86500 -1.42920 -0.77035  -0.009
22 H 4.65947 -0.30919 -0.70068  -0.005
23 H 4.75898 1.28657 0.00406  0.003
24 H 2.66402 1.97596 -0.79859  -0.001
25 H 3.03671 0.55878 -2.06863  0.015
26 H 2.06504 -2.01178 1.14740  -0.001

## Properties
- HOMO level (alpha / beta): -5.494 / -9.021 eV
- Multiplicity: 3
- LUMO level (alpha / beta): 0.62 / -1.39 eV
- HOMO-LUMO gap (alpha / beta): 6.12 / 7.63 eV
- <S²>: 2.01
- DFT total energy: -35755.5972 eV